(1)
Computed, not measured: a cluster of 2 separate species, CH6S2 in total, with ωB97M-V/def2-TZVPD.

## Properties
E = -838.05064 a.u.
relative energy (zero: lowest compared OMol25 entry of this formula, charge and spin) = 2.5 kcal per mole
SMILES string = SS.C

Geometry as XYZ:
```
9
CH6S2 | the OMol25 dataset | ωB97M-V/def2-TZVPD
C -1.728 0.360 0.692
H -1.341 0.258 1.699
H -1.117 0.967 0.037
H -1.857 -0.630 0.270
H -2.699 0.845 0.768
S 3.141 -0.217 -0.445
S 1.551 -1.231 -1.353
H 3.284 0.726 -1.388
H 0.765 -1.079 -0.280
```



(2)
Computed, not measured: a structure of composition C3H5CdO4, with ωB97M-V/def2-TZVPD.

## Properties
E = -585.90377 a.u.
relative energy (zero: lowest compared OMol25 entry of this formula, charge and spin) = 22.0 kcal per mole
2S+1 = 2

Geometry as XYZ:
```
13
C3H5CdO4 | the OMol25 dataset | ωB97M-V/def2-TZVPD
C -1.323 -1.446 0.917
C -1.423 -1.086 -0.530
O -0.305 -1.038 -1.262
Cd 1.282 -0.082 -1.402
H -2.117 -0.955 1.497
H -1.404 -2.536 1.069
H -0.337 -1.143 1.324
H -0.040 1.884 0.204
H -2.392 -1.068 -1.054
O 0.757 1.717 -0.479
C 2.095 1.913 -0.140
O 2.789 1.048 -0.773
O 2.418 2.793 0.629
```



(3)
Computed, not measured: the molecule C19H26N4O3, with ωB97M-V/def2-TZVPD.

## Properties
E = -1184.37238 a.u.
relative energy (zero: lowest compared OMol25 entry of this formula, charge and spin) = 49.5 kcal per mole
SMILES string = CO[C@]1(C(=O)NC[C@H](C)C(C)C)CCN(C(=O)c2cncc(C#N)c2)C1

Geometry as XYZ:
```
52
C19H26N4O3 | the OMol25 dataset | ωB97M-V/def2-TZVPD
C -0.157 -0.243 2.435
O -0.422 0.351 1.178
C -1.378 -0.288 0.342
C -1.403 0.470 -0.993
O -2.121 0.076 -1.900
N -0.615 1.550 -1.071
C -0.552 2.365 -2.272
C -0.003 3.769 -2.003
C -0.607 4.732 -3.025
C 1.537 3.825 -2.022
C 2.189 2.781 -1.117
C 2.057 5.211 -1.643
C -2.787 -0.329 0.963
C -2.972 -1.736 1.550
N -1.775 -2.477 1.144
C -1.280 -3.439 1.958
O -1.811 -3.750 3.012
C -0.028 -4.147 1.526
C 0.207 -4.563 0.221
N 1.283 -5.249 -0.156
C 2.182 -5.541 0.772
C 2.033 -5.186 2.113
C 3.044 -5.547 3.069
N 3.858 -5.831 3.827
C 0.898 -4.489 2.499
C -1.058 -1.766 0.088
H 0.458 0.464 2.987
H -1.071 -0.434 3.002
H 0.400 -1.179 2.331
H -0.041 1.760 -0.272
H 0.053 1.865 -3.038
H -1.565 2.422 -2.669
H -0.342 4.073 -1.004
H -0.278 4.473 -4.036
H -1.696 4.682 -3.006
H -0.321 5.764 -2.834
H 1.847 3.611 -3.053
H 1.886 2.923 -0.074
H 1.942 1.760 -1.411
H 3.275 2.877 -1.150
H 1.697 5.496 -0.650
H 3.148 5.215 -1.612
H 1.747 5.981 -2.347
H -2.875 0.452 1.717
H -3.520 -0.136 0.183
H -3.042 -1.751 2.636
H -3.864 -2.223 1.154
H -0.516 -4.349 -0.559
H 3.061 -6.088 0.451
H 0.722 -4.222 3.532
H -1.436 -2.039 -0.898
H 0.014 -1.948 0.128
```



(4)
Computed, not measured: a structure of composition C22H53N3O8S2, with ωB97M-V/def2-TZVPD.

## Properties
E = -2432.50049 a.u.

Geometry as XYZ:
```
88
C22H53N3O8S2 | the OMol25 dataset | ωB97M-V/def2-TZVPD
C -17.306 -10.399 56.729
C -18.030 -11.274 57.733
N -18.910 -10.511 58.617
C -19.966 -11.314 59.197
C -21.028 -11.690 58.193
C -18.185 -9.731 59.617
C -17.562 -10.509 60.783
H -16.691 -11.014 56.066
H -16.617 -9.691 57.198
H -18.004 -9.769 56.172
H -18.624 -12.019 57.208
H -17.286 -11.859 58.305
H -19.576 -12.238 59.668
H -20.408 -10.772 60.036
H -21.428 -10.775 57.743
H -20.658 -12.304 57.375
H -21.884 -12.193 58.645
H -18.833 -8.929 59.985
H -17.373 -9.180 59.130
H -17.076 -9.867 61.514
H -16.862 -11.280 60.452
H -18.341 -11.089 61.292
C -9.261 -5.723 50.646
C -9.813 -6.034 52.040
N -9.168 -7.126 52.759
C -7.795 -6.842 53.157
C -7.652 -5.651 54.102
C -9.182 -8.366 51.987
C -10.570 -8.807 51.535
H -9.448 -6.537 49.945
H -8.204 -5.454 50.637
H -9.782 -4.842 50.261
H -9.648 -5.136 52.639
H -10.880 -6.227 51.984
H -7.385 -7.737 53.638
H -7.159 -6.718 52.260
H -6.638 -5.634 54.500
H -7.774 -4.714 53.561
H -8.383 -5.755 54.900
H -8.754 -9.171 52.595
H -8.518 -8.282 51.110
H -10.551 -9.779 51.043
H -11.058 -8.088 50.880
H -11.200 -8.926 52.415
C -14.126 -16.423 53.757
C -13.557 -15.678 52.516
N -13.584 -14.233 52.556
C -14.901 -13.636 52.486
C -14.958 -12.459 51.506
C -12.709 -13.598 53.503
C -11.244 -13.706 53.131
H -14.277 -15.723 54.581
H -13.437 -17.197 54.091
H -15.096 -16.874 53.547
H -12.512 -15.980 52.404
H -14.021 -16.049 51.600
H -15.615 -14.373 52.104
H -15.286 -13.333 53.472
H -14.372 -11.624 51.896
H -14.556 -12.699 50.521
H -15.995 -12.182 51.302
H -12.835 -13.959 54.543
H -12.986 -12.540 53.543
H -11.036 -13.224 52.178
H -10.936 -14.753 53.104
H -10.615 -13.253 53.902
C -15.111 -8.468 54.886
C -14.426 -9.675 54.243
O -13.632 -9.072 53.196
S -14.592 -8.002 52.500
O -15.632 -8.665 51.833
O -13.838 -7.048 51.805
O -15.117 -7.437 53.889
H -14.628 -8.101 55.787
H -16.131 -8.668 55.209
H -15.143 -10.360 53.786
H -13.744 -10.205 54.895
C -10.378 -7.560 56.100
C -10.123 -8.920 55.452
O -10.311 -9.893 56.481
S -11.101 -9.330 57.731
O -10.283 -9.478 58.866
O -12.419 -9.847 57.776
O -11.169 -7.817 57.262
H -10.868 -6.896 55.390
H -9.457 -7.055 56.396
H -9.116 -8.960 55.035
H -10.759 -9.100 54.587
```



(5)
Computed, not measured: a structure of composition C19H35O4ReS3Si3, with ωB97M-V/def2-TZVPD.

## Properties
E = -3187.12228 a.u.
relative energy (zero: lowest compared OMol25 entry of this formula, charge and spin) = 49.5 kcal per mole
2S+1 = 2
net charge = +1

Geometry as XYZ:
```
65
C19H35O4ReS3Si3 | the OMol25 dataset | ωB97M-V/def2-TZVPD
Re -0.195 -0.394 0.476
C 3.006 -0.725 -0.267
O 1.796 0.049 -0.128
Si 1.675 1.779 0.009
C 2.426 2.527 -1.507
C 2.776 2.236 1.427
C -0.184 1.668 0.275
Si -0.752 2.583 1.861
C 0.087 4.263 1.907
C -0.288 1.693 3.445
C -2.596 2.862 1.914
Si -1.097 2.192 -1.329
C -0.647 0.987 -2.694
C -2.961 2.170 -1.185
C -0.659 3.938 -1.835
H 3.587 -0.332 -1.098
H 2.733 -1.755 -0.469
H 3.585 -0.673 0.653
H 3.470 2.203 -1.564
H 2.441 3.616 -1.403
H 1.934 2.276 -2.447
H 3.774 1.835 1.216
H 2.452 1.847 2.390
H 2.885 3.319 1.506
H 1.045 4.226 2.427
H -0.556 4.952 2.467
H 0.248 4.701 0.920
H 0.789 1.585 3.582
H -0.742 0.707 3.549
H -0.656 2.309 4.274
H -2.896 3.688 1.267
H -2.843 3.146 2.943
H -3.194 1.987 1.651
H -1.146 0.026 -2.549
H 0.422 0.791 -2.808
H -1.010 1.411 -3.637
H -3.362 1.339 -0.607
H -3.354 2.081 -2.205
H -3.348 3.100 -0.767
H 0.354 4.060 -2.216
H -0.806 4.648 -1.019
H -1.345 4.228 -2.639
O -8.108 0.407 -0.879
C -7.172 -0.435 -1.356
O -7.369 -1.069 -2.349
C -5.884 -0.548 -0.580
C -5.768 -0.202 0.759
C -4.556 -0.366 1.420
C -3.463 -0.848 0.718
S -1.939 -1.016 1.635
C -3.571 -1.206 -0.623
C -4.785 -1.067 -1.261
H -7.772 0.941 -0.149
H -6.620 0.156 1.324
H -4.469 -0.122 2.472
H -2.707 -1.584 -1.157
H -4.907 -1.351 -2.298
C -1.152 -6.057 -0.491
O -0.549 -4.764 -0.746
C -0.964 -3.738 -0.049
S -2.135 -3.749 1.075
S 0.001 -2.333 -0.672
H -0.639 -6.748 -1.150
H -2.215 -6.022 -0.714
H -1.002 -6.328 0.551
```



(6)
Computed, not measured: the molecule C4H8OS2, with ωB97M-V/def2-TZVPD.

## Properties
E = -1028.77858 a.u.
relative energy (zero: lowest compared OMol25 entry of this formula, charge and spin) = 27.9 kcal per mole
SMILES string = C[C@@]1(S)[C@@H](O)[C@@H]1S

Geometry as XYZ:
```
15
C4H8OS2 | the OMol25 dataset | ωB97M-V/def2-TZVPD
C 0.199 -0.398 1.738
C 0.409 -0.205 0.233
C -0.783 -0.023 -0.659
C 0.130 1.146 -0.396
H -0.141 -1.423 1.904
H -0.578 0.286 2.108
H 1.124 -0.234 2.271
H 1.092 -2.334 -0.459
H -0.636 -0.484 -1.606
H -2.694 0.243 -0.715
H -0.253 1.883 0.304
H 1.222 0.937 -2.551
O -2.041 -0.099 -0.098
S 1.764 -1.212 -0.423
S 1.186 1.915 -1.650
```